[1]
# C41H29CeCl5IN3OP

C41H29CeCl5IN3OP as an isolated structure in a non-equilibrium geometry (ωB97M-V with the def2-TZVPD basis set, the Open Molecules 2025 dataset).

Geometry as XYZ:
```
82
Properties=species:S:1:pos:R:3
Ce 15.814 15.313 10.298
I 13.775 16.100 7.953
C 11.661 15.805 8.323
C 10.919 16.451 7.382
C 9.514 16.397 7.496
C 8.867 15.911 8.590
C 9.680 15.242 9.593
C 9.067 14.841 10.829
C 9.878 14.297 11.791
C 11.214 14.044 11.545
C 11.851 14.455 10.405
P 13.522 13.835 10.173
C 13.248 12.369 9.152
C 12.335 11.448 9.660
C 12.228 10.205 9.028
C 12.963 9.976 7.912
C 13.851 10.858 7.353
C 14.007 12.109 7.939
C 14.304 13.350 11.690
C 14.453 14.299 12.745
C 15.350 14.030 13.745
C 16.169 12.884 13.753
C 16.159 12.131 12.608
C 15.244 12.339 11.601
C 11.094 15.155 9.444
H 11.334 17.000 6.520
H 8.969 16.903 6.695
H 7.805 16.099 8.840
H 7.983 14.970 10.953
H 9.409 14.042 12.722
H 11.753 13.587 12.331
H 11.889 11.732 10.607
H 11.529 9.434 9.409
H 12.792 9.030 7.411
H 14.512 10.502 6.555
H 14.760 12.807 7.551
H 13.904 15.206 12.699
H 15.326 14.712 14.614
H 16.979 12.754 14.512
H 16.873 11.324 12.441
H 15.175 11.702 10.729
Cl 18.602 15.342 12.552
C 19.018 14.597 11.102
C 18.012 14.611 10.147
C 18.278 14.165 8.863
Cl 16.893 14.162 7.714
C 19.570 13.712 8.457
Cl 19.888 13.573 6.790
C 20.519 13.616 9.512
Cl 22.129 13.149 9.026
C 20.261 14.064 10.806
Cl 21.487 14.262 12.024
C 15.171 25.936 13.702
C 15.240 24.487 13.496
C 14.288 23.835 12.756
C 14.350 22.422 12.629
C 15.243 21.677 13.364
N 15.103 20.268 13.513
C 15.213 19.388 12.498
O 14.996 18.200 12.605
N 15.558 19.991 11.263
C 16.027 19.301 10.168
C 16.311 19.973 8.964
C 16.850 19.288 7.876
C 17.043 17.940 7.978
N 16.708 17.305 9.119
C 16.304 17.954 10.191
C 16.245 22.367 14.035
C 16.256 23.749 14.155
H 14.326 26.441 13.258
H 16.085 26.402 13.279
H 15.059 26.115 14.792
H 13.386 24.320 12.313
H 13.577 21.809 12.161
H 14.741 19.885 14.410
H 15.679 21.001 11.254
H 16.152 21.033 8.923
H 16.990 19.841 6.983
H 17.311 17.352 7.109
H 16.099 17.489 11.135
H 16.938 21.769 14.640
H 16.885 24.320 14.830
```

Calculated values
**Relative energy (zero: lowest compared OMol25 entry of this formula, charge and spin)**: 0.00 kcal per mole
**Total charge**: +3
**Spin multiplicity**: 1

Mulliken population analysis, charges in e, atoms 1 to 8:
1 Ce 0.2441
2 I 0.3159
3 C 0.3472
4 C -0.6609
5 C -0.7771
6 C -0.9719
7 C 0.6350
8 C -0.7095

---

[2]
# C4H11N2S

An isolated ion of composition C4H11N2S and charge +1 in a non-equilibrium geometry (ωB97M-V with the def2-TZVPD basis set, the Open Molecules 2025 dataset).

Geometry as XYZ:
```
18
Properties=species:S:1:pos:R:3
C 0.031 1.035 -0.673
C 0.255 1.548 1.806
C 0.181 -2.456 -1.304
C -0.595 0.895 0.618
N 0.245 1.598 -1.732
N -0.883 -0.499 0.876
S 0.886 -0.856 -0.795
H 1.256 1.077 1.870
H -0.266 1.700 2.711
H 0.518 2.710 1.571
H -0.223 -2.559 -2.279
H 0.937 -3.113 -1.255
H -1.626 1.210 0.564
H 0.244 2.518 -2.085
H -1.626 -0.595 1.563
H -0.658 -2.905 -0.696
H -0.068 -0.911 1.322
H 1.393 -0.396 -2.080
```

Calculated values
**<S²>**: 2.01
**Relative energy (zero: lowest compared OMol25 entry of this formula, charge and spin)**: 91.64 kcal per mole
**Total charge**: +1
**Spin multiplicity**: 3

Mulliken population analysis, charges in e, atoms 1 to 8:
1 C 0.2854
2 C -1.1890
3 C -0.8915
4 C 0.2180
5 N -0.4100
6 N -0.6220
7 S 0.1006
8 H 0.3103

---

[3]
# C6H9NO4S

The molecule C6H9NO4S in a non-equilibrium geometry (ωB97M-V with the def2-TZVPD basis set, the Open Molecules 2025 dataset).

Geometry as XYZ:
```
21
Properties=species:S:1:pos:R:3
C 0.391 -0.953 0.005
C -0.687 0.155 -0.113
C 1.588 -0.325 -0.135
C 0.052 1.281 -0.249
C 2.912 -0.911 -0.380
C -0.176 2.733 -0.042
N -2.520 -1.376 1.138
O -3.025 1.187 0.373
O -2.825 -0.624 -1.215
O 1.355 1.015 -0.335
O 0.061 -2.286 0.140
S -2.411 -0.069 0.043
H 3.564 -0.138 -0.572
H 3.350 -1.371 0.393
H 2.907 -1.548 -1.191
H 0.337 3.034 0.917
H 0.309 3.469 -0.788
H -1.256 2.895 -0.189
H -2.127 -2.190 0.709
H -2.140 -1.141 2.052
H 0.339 -2.834 -0.562
```

Calculated values
**SMILES**: Cc1oc(C)c(S(N)(=O)=O)c1O
**Relative energy (zero: lowest compared OMol25 entry of this formula, charge and spin)**: 3.74 kcal per mole
**Total charge**: 0
**Spin multiplicity**: 1

Mulliken population analysis, charges in e, atoms 1 to 8:
1 C 0.6853
2 C 0.0937
3 C 0.2543
4 C 0.2755
5 C -1.6896
6 C -1.1474
7 N -0.5897
8 O -0.6324

---

[4]
# C52H51As2N4O8PTi

C52H51As2N4O8PTi as an isolated structure in a non-equilibrium geometry (ωB97M-V with the def2-TZVPD basis set, the Open Molecules 2025 dataset).

Geometry as XYZ:
```
119
Properties=species:S:1:pos:R:3
Ti 0.076 0.459 0.561
C -0.029 5.929 0.964
C -0.071 4.902 1.893
C -0.347 3.607 1.482
C -0.573 3.321 0.137
C -0.438 4.342 -0.805
C -0.193 5.638 -0.385
N -0.900 1.982 -0.209
C -1.881 1.683 -1.144
C -2.663 2.586 -1.883
C -3.578 2.114 -2.797
C -3.784 0.741 -3.009
C -3.086 -0.165 -2.255
C -2.154 0.312 -1.325
N -1.389 -0.508 -0.517
N -1.593 -1.747 -0.482
C -0.624 -2.402 0.273
C -0.723 -3.779 0.404
C 0.337 -4.465 0.961
C 1.475 -3.752 1.320
C 1.483 -2.379 1.192
N 0.428 -1.681 0.735
H 0.143 6.947 1.285
H 0.086 5.104 2.944
H -0.410 2.823 2.235
H -0.487 4.125 -1.864
H -0.112 6.425 -1.123
H -2.571 3.649 -1.729
H -4.161 2.827 -3.364
H -4.494 0.408 -3.752
H -3.229 -1.231 -2.354
H -1.609 -4.271 0.031
H 0.298 -5.539 1.078
H 2.356 -4.252 1.697
H 2.358 -1.812 1.469
C 2.988 3.975 -0.339
C 3.276 3.942 1.136
C 3.782 5.104 1.713
C 4.071 5.188 3.063
C 3.854 4.091 3.882
C 3.365 2.920 3.333
C 3.088 2.826 1.964
P 2.470 1.229 1.325
C 2.856 0.065 2.672
C 1.778 -0.036 3.554
C 1.840 -0.789 4.712
C 3.011 -1.474 4.994
C 4.087 -1.382 4.126
C 4.050 -0.615 2.962
C 5.282 -0.576 2.104
C 3.365 0.919 -0.215
C 4.718 1.242 -0.366
C 5.357 1.033 -1.569
C 4.643 0.502 -2.640
C 3.298 0.216 -2.506
C 2.627 0.441 -1.300
C 1.129 0.202 -1.292
H 2.622 4.960 -0.615
H 2.246 3.241 -0.651
H 3.896 3.787 -0.915
H 3.941 5.966 1.078
H 4.459 6.109 3.476
H 4.069 4.143 4.940
H 3.202 2.071 3.981
H 0.879 0.550 3.365
H 0.996 -0.829 5.387
H 3.095 -2.066 5.895
H 4.999 -1.916 4.357
H 5.982 -1.345 2.424
H 5.789 0.387 2.192
H 5.056 -0.739 1.053
H 5.262 1.674 0.464
H 6.402 1.287 -1.681
H 5.136 0.328 -3.586
H 2.745 -0.171 -3.353
H 0.945 -0.817 -1.645
H 0.653 0.875 -2.010
C -4.824 3.154 0.477
O -3.822 2.417 1.206
C -3.381 3.046 2.306
O -3.628 4.188 2.575
C -2.506 2.169 3.162
C -2.614 2.254 4.499
As -4.538 2.384 4.926
C -4.679 1.598 6.712
C -4.851 0.658 3.889
C -4.180 0.101 2.882
As -2.260 0.391 2.387
C -1.678 -0.886 3.765
C -4.648 -1.005 2.001
O -3.847 -1.634 1.335
O -5.948 -1.196 2.033
C -6.519 -2.250 1.230
C -6.253 0.227 4.250
O -7.160 0.980 4.041
O -6.446 -0.928 4.888
C -5.350 -1.774 5.231
C -1.463 1.783 5.313
O -0.347 1.692 4.844
O -1.761 1.580 6.590
C -0.671 1.303 7.490
H -4.413 4.095 0.118
H -5.116 2.513 -0.347
H -5.670 3.357 1.131
H -4.347 2.347 7.430
H -4.107 0.686 6.852
H -5.741 1.413 6.876
H -1.763 -0.519 4.782
H -0.662 -1.230 3.578
H -2.352 -1.736 3.640
H -6.994 -2.952 1.910
H -5.747 -2.738 0.642
H -7.268 -1.789 0.592
H -5.708 -2.409 6.037
H -4.489 -1.201 5.576
H -5.068 -2.396 4.380
H -0.960 1.718 8.450
H 0.247 1.757 7.127
H -0.548 0.223 7.574
```

Calculated values
**Calculated total energy**: -231157.84119 eV
**Total charge**: +2
**Spin multiplicity**: 1

Mulliken population analysis, charges in e, atoms 1 to 8:
1 Ti -1.2008
2 C -1.0683
3 C -0.8034
4 C 0.6830
5 C 0.3370
6 C -0.3563
7 C -1.1877
8 N 1.6399

---

[5]
# C32H29FeI2N11O4S4

C32H29FeI2N11O4S4 as an isolated structure (ωB97M-V with the def2-TZVPD basis set, the Open Molecules 2025 dataset).

Geometry as XYZ:
```
83
Properties=species:S:1:pos:R:3
Fe -0.997 0.597 -0.872
I -1.942 3.997 -4.843
C -1.491 1.961 -4.972
C -1.459 1.337 -6.229
C -1.115 0.020 -6.338
I -1.093 -0.836 -8.252
C -0.764 -0.737 -5.188
C -0.328 -2.081 -5.196
C 0.035 -2.683 -4.029
C -0.052 -1.959 -2.824
N -0.476 -0.724 -2.777
C -0.821 -0.099 -3.928
C -1.211 1.289 -3.781
O -1.229 1.832 -2.622
H -1.706 1.908 -7.113
H -0.276 -2.620 -6.133
H 0.390 -3.705 -4.015
H 0.243 -2.410 -1.885
S -3.186 -0.340 -0.917
C -3.845 -0.584 0.695
S -2.875 -0.611 2.098
C -5.231 -0.779 0.760
C -6.069 -0.750 -0.403
N -6.784 -0.721 -1.311
C -5.909 -1.016 2.000
N -6.523 -1.215 2.959
C 5.060 -0.011 0.590
C 4.867 -0.066 -0.929
C 3.628 0.670 -1.355
N 2.440 0.311 -1.048
N 1.444 1.165 -1.486
C 1.930 2.167 -2.177
N 1.192 3.150 -2.752
S 3.663 2.152 -2.274
H 5.960 -0.551 0.888
H 4.208 -0.467 1.094
H 5.148 1.021 0.934
H 4.771 -1.104 -1.249
H 5.732 0.359 -1.439
H 0.194 2.933 -2.824
H 1.599 3.654 -3.519
O 3.934 -4.276 7.224
S 4.224 -4.030 5.826
O 4.501 -2.648 5.493
O 5.116 -4.996 5.204
C 2.652 -4.406 4.979
N 2.069 -5.572 5.289
C 0.988 -5.881 4.591
C 0.466 -5.068 3.598
C 1.122 -3.872 3.373
N 2.215 -3.548 4.062
C 0.690 -2.889 2.329
C -0.318 -3.146 1.412
C -0.631 -2.195 0.457
N 0.007 -1.028 0.351
C 0.938 -0.763 1.274
C 1.316 -1.649 2.259
H 0.517 -6.831 4.828
H -0.418 -5.359 3.048
H -0.871 -4.075 1.420
H -1.438 -2.363 -0.246
H 1.428 0.196 1.196
H 2.090 -1.406 2.975
C -0.381 2.397 1.467
C -0.449 3.666 2.358
N -1.491 4.577 1.875
C -2.763 3.842 1.804
C -2.676 2.691 0.772
N -1.276 2.556 0.299
C -0.907 3.796 -0.405
C -1.145 5.015 0.523
H -0.709 1.506 2.007
H 0.632 2.224 1.095
H 0.501 4.206 2.353
H -0.677 3.400 3.391
H -3.551 4.549 1.542
H -2.984 3.449 2.798
H -3.300 2.871 -0.103
H -2.977 1.745 1.215
H -1.497 3.854 -1.321
H 0.142 3.726 -0.684
H -1.964 5.637 0.154
H -0.252 5.643 0.576
```

Calculated values
**<S²>**: 6.01
**Calculated total energy**: -152169.96013 eV
**Total charge**: -2
**Spin multiplicity**: 5

Mulliken population analysis, charges in e, atoms 1 to 8:
1 Fe 1.1580
2 I -0.0622
3 C -0.2447
4 C -0.3973
5 C -0.1425
6 I -0.0037
7 C 0.8094
8 C -0.6904